288
Properties=species:S:1:pos:R:3 method="wB97M-V/def2-TZVPD" e_homo_ev="-9.70 / -9.70" e_above_lowest_kj_mol=712.29 multiplicity=2 gap_ev="7.445 / 2.462" charge=+1 max_force_ev_per_a=3.8 lumo_energy_ev="-2.260 / -7.243" energy_ev=-144569.628
O -17.4378 4.1429 14.2487
O -19.4678 -0.2366 15.6267
O -21.2292 -6.4017 18.9993
O -17.8189 1.1061 21.5632
O -17.4812 -4.0194 18.4082
O -16.8825 -3.8465 27.6541
O -18.2830 3.7259 10.0499
O -11.7152 -2.6261 10.4602
O -14.5911 0.1134 13.8984
O -24.6718 -9.0434 14.9040
O -11.2176 -4.6645 15.6940
O -19.7859 -9.9301 15.4976
O -14.1492 -3.2621 21.8571
O -20.0273 -0.8204 8.4364
O -12.4112 -7.6119 20.4536
O -20.5186 -3.9692 12.6943
O -15.1025 -8.0661 14.5989
O -19.1656 -3.1895 23.1480
O -13.9898 -0.5002 17.9434
O -9.2778 -7.0505 24.2996
O -25.8929 -4.9397 11.3275
O -23.4044 -3.6093 7.2086
O -17.9858 -7.4640 22.4817
O -22.3837 -2.3035 1.2312
N -19.1566 -7.4318 16.7934
N -19.7444 1.1205 10.9365
N -13.8895 -2.1040 12.2291
N -14.0712 -5.0314 15.8384
N -18.0290 -3.7168 15.3182
N -22.8120 -3.4041 3.7091
N -13.0139 -2.6955 19.3781
N -11.0412 -8.9715 23.1054
N -23.8382 -6.8513 12.7159
N -20.1427 2.8348 15.4840
N -19.0470 -1.2244 20.4279
N -16.3897 -5.8675 25.4225
C -17.6240 3.3789 11.2634
C -19.7867 -1.1207 9.8299
C -12.1003 -3.4099 9.3897
C -17.7200 2.4729 21.2616
C -23.6083 -3.1922 4.9046
C -26.0181 -6.3554 11.4533
C -16.1137 4.7901 14.1815
C -14.6270 -8.9973 13.6879
C -17.8149 -2.7741 16.3979
C -20.2077 -2.4923 22.4461
C -26.9350 -4.2311 10.6652
C -19.2232 -4.1757 13.3154
C -15.6124 -0.5910 13.2230
C -16.8556 -3.1394 17.4994
C -18.2099 -8.5308 16.6042
C -17.1464 -6.0300 26.6915
C -16.4645 -4.5155 19.3633
C -13.2192 -3.3610 12.3827
C -18.1449 -3.3047 28.1436
C -20.0560 2.0383 9.9410
C -21.9017 -5.3787 19.6785
C -11.7804 -5.3275 16.7382
C -14.8922 1.5519 13.9649
C -8.9926 -6.0869 25.2978
C -19.5521 4.1342 15.4018
C -12.9967 -6.0359 16.2709
C -12.7145 -8.8644 21.1712
C -16.6676 -5.2237 27.8680
C -19.7734 -2.4326 20.9039
C -9.8649 -9.5002 23.7846
C -18.8172 2.6457 9.2581
C -13.0933 -1.3886 17.2549
C -17.0951 0.2376 20.8069
C -21.2991 -2.3581 2.1055
C -9.5034 -8.3800 24.8196
C -14.8878 -3.8785 23.0280
C -22.0903 -2.8473 -0.0336
C -9.8992 -4.1852 16.0361
C -15.3127 -5.7866 15.3894
C -18.0204 4.1424 15.5376
C -18.5094 -9.3786 15.4323
C -12.2935 -2.0263 18.3415
C -16.6234 -6.8992 24.3286
C -19.8052 1.8393 14.4091
C -24.7696 -10.4271 15.1767
C -19.0956 -0.9872 7.4085
C -19.0508 -7.4268 21.5554
C -20.1030 -11.1817 14.8608
C -18.9631 -3.1562 14.3948
C -22.6438 -3.3077 6.0425
C -12.1783 -2.8894 20.4692
C -20.3456 0.4032 14.7142
C -20.0395 -5.7663 18.4390
C -23.4203 -8.7827 14.3025
C -18.9449 -0.0662 10.6639
C -22.6234 -3.3141 8.3777
C -17.5928 -1.1996 20.9073
C -13.5996 -7.1086 19.7695
C -15.1074 -2.0066 13.1149
C -23.2395 -7.3316 13.9585
C -15.0932 -6.6533 14.2108
C -11.8085 -3.2702 11.7422
C -20.7262 -4.8697 11.6789
C -12.7808 -3.7241 21.6363
C -17.9260 -6.6135 23.5516
C -19.3780 0.2262 16.9752
C -25.2912 -6.9662 12.7169
C -19.5874 -3.3281 24.4749
C -14.9168 0.2527 17.1892
C -19.0085 -6.8384 18.0492
C -22.0211 -2.2015 3.4878
C -11.4815 -9.5365 21.8060
H -19.8831 4.8742 16.1305
H -14.5126 -7.0378 20.3606
H -18.8460 1.1771 17.0069
H -7.9136 -5.9785 25.1883
H -15.6270 -5.4523 28.0978
H -17.1788 -5.5662 28.7677
H -18.6853 -0.4572 17.4664
H -20.1511 2.1724 13.4306
H -22.8042 -5.8220 20.0991
H -20.4138 -0.2313 13.8306
H -18.7524 -0.5793 11.6061
H -15.1702 2.0163 13.0187
H -17.4989 -1.5912 21.9202
H -21.1263 -2.0777 4.0978
H -18.1379 -2.9207 29.1638
H -14.9346 -8.6875 12.6891
H -15.6681 -6.5317 16.1011
H -25.6767 -6.5337 13.6402
H -13.5376 -8.9617 13.6919
H -15.7482 1.8844 14.5520
H -19.6064 -5.0180 19.1029
H -17.7850 3.2882 16.1724
H -18.7670 -2.2253 13.8627
H -20.0585 -10.9897 13.7887
H -18.4571 -4.5569 15.6802
H -27.3350 -3.4706 11.3359
H -24.3590 -3.9737 5.0224
H -19.3818 -0.8738 6.3628
H -15.1726 -4.8834 22.7166
H -21.1349 2.9720 15.6139
H -17.6457 5.0163 16.0705
H -19.0461 -3.8649 27.8943
H -16.0912 -5.1096 15.0378
H -22.8589 -2.4845 -0.7160
H -14.8308 -0.2082 16.2052
H -13.5523 -8.6868 21.8455
H -17.1207 4.2222 11.7361
H -24.8045 -11.0744 14.3004
H -18.4622 -2.4478 27.5494
H -21.1298 -3.0521 22.6026
H -22.6119 -1.2855 3.4791
H -15.4470 4.5088 13.3663
H -19.9817 4.6239 14.5279
H -12.4832 -0.9364 16.4730
H -11.2316 -3.2764 20.0924
H -18.7908 -2.6576 16.8692
H -15.9104 -7.1099 23.5315
H -14.1432 -3.8060 23.8208
H -11.5499 -2.6535 17.8497
H -21.0770 -2.6060 -0.3546
H -18.9622 -5.1776 13.6565
H -19.5264 -2.1741 9.9330
H -15.9230 -0.2583 12.2326
H -23.1617 -9.4694 13.4965
H -16.7818 2.7036 11.1130
H -25.7034 -10.6093 15.7085
H -18.3691 -8.8290 14.5016
H -19.9160 -2.8671 14.8381
H -24.0514 -2.1964 4.8942
H -25.5611 -8.0127 12.8589
H -14.8773 -10.0279 13.9395
H -18.1522 -0.4563 7.5352
H -16.0750 5.8779 14.1247
H -14.8539 -2.1394 14.1666
H -13.0378 -3.9591 9.4767
H -12.0769 -4.6842 17.5666
H -16.7368 -7.9120 24.7152
H -18.8087 -8.1525 20.7789
H -16.9011 -1.7126 20.2391
H -18.0024 1.9862 8.9594
H -21.9842 -2.4533 6.1938
H -22.2027 -3.9260 0.0753
H -13.7995 -2.1433 19.6912
H -15.8315 -3.4662 23.3849
H -10.6535 -8.0447 23.0016
H -18.7966 -3.3693 25.2239
H -21.0736 -11.5937 15.1370
H -20.3453 -2.5820 24.7135
H -20.7077 -1.0311 10.4058
H -11.8489 -1.1181 18.7485
H -18.7298 1.6745 14.3421
H -13.8499 -7.7926 18.9586
H -16.7789 2.9669 21.5035
H -16.6512 -2.2559 18.1042
H -19.0862 3.0602 8.2866
H -13.3184 -3.7129 13.4095
H -11.8027 -1.9704 20.9191
H -17.8506 2.6655 20.1968
H -23.1069 -3.7949 9.2281
H -15.9470 -3.4877 17.0084
H -15.5422 4.4719 15.0535
H -14.0610 -6.5641 13.8722
H -13.3565 -6.1061 19.4173
H -11.1409 -6.0527 17.2414
H -20.2327 0.2941 17.6483
H -11.2754 -4.1126 9.2724
H -13.6860 -2.1754 16.7883
H -22.1706 -4.4616 19.1544
H -15.9776 0.1882 17.4310
H -12.8766 -4.7856 21.4083
H -20.0493 -7.5759 21.9662
H -18.9972 -7.5780 18.8497
H -19.4671 -12.0396 15.0792
H -10.1248 -10.3577 24.4054
H -14.2942 -4.2625 16.4542
H -11.1441 -2.8098 12.4735
H -16.5688 -0.5145 13.7402
H -9.0904 -6.3068 26.3609
H -22.1752 -7.1623 13.7945
H -21.3449 0.4557 15.1465
H -23.5631 -5.8945 12.5456
H -22.6457 -9.0229 15.0308
H -16.8682 -5.1317 20.1667
H -17.2846 -1.8564 16.1433
H -16.0771 -3.6485 19.8984
H -16.0446 0.1729 21.0904
H -21.4669 -4.9972 20.6023
H -18.2086 -5.8789 26.4995
H -21.6197 -4.4932 11.1808
H -17.1194 -7.0633 27.0372
H -14.5986 1.2878 17.0645
H -12.2819 -3.6624 22.6034
H -9.0583 -4.8172 15.7504
H -21.6063 -3.7051 8.3516
H -22.0352 -4.1977 5.8823
H -27.6653 -4.8199 10.1102
H -18.4591 -3.9749 12.5645
H -14.0209 2.0158 14.4274
H -18.0155 0.2597 10.1969
H -12.5986 -6.5592 15.4016
H -23.5060 -6.6498 14.7661
H -13.8530 -4.0504 11.8249
H -20.7548 -2.3425 20.4383
H -13.2183 -9.4280 20.3859
H -11.7034 -10.5889 21.9831
H -20.5542 -1.6177 1.8139
H -18.4032 2.9519 21.9628
H -19.4349 -3.3535 20.4290
H -17.1933 -8.1550 16.4882
H -12.2568 -2.8094 8.4936
H -16.6190 -4.9275 25.1330
H -20.6190 1.6399 9.0970
H -18.3689 -9.1998 17.4499
H -9.6749 -3.2076 15.6093
H -20.7002 -3.2392 1.8748
H -9.7251 -3.9970 17.0955
H -19.8889 -4.9430 10.9850
H -11.4004 -4.2450 11.4751
H -10.3500 -8.3752 25.5061
H -23.9606 -10.7690 15.8224
H -23.4227 -3.5561 2.9191
H -18.7000 -2.0026 7.4312
H -22.4553 -2.2391 8.4434
H -18.0162 -6.3895 18.0920
H -13.2878 -6.7974 16.9945
H -20.3597 -5.1567 17.5940
H -15.8015 -6.3045 13.4593
H -20.0544 -7.8867 16.7082
H -27.0803 -6.5722 11.5665
H -9.0308 -9.7408 23.1254
H -15.6431 -5.1692 19.0698
H -18.9979 -6.4396 21.0962
H -17.7636 -5.5965 23.1946
H -10.7178 -9.5940 21.0304
H -18.2842 3.2684 12.1236
H -20.0518 -4.3143 24.4691
H -19.5473 -0.3883 20.6940
H -20.9512 -5.8954 11.9711
H -26.5226 -3.8105 9.7481
H -9.5925 -5.2288 24.9946
H -13.2294 -1.3995 12.5256
H -20.5637 2.8508 10.4609
H -8.5758 -8.6540 25.3223
H -18.8065 -6.6298 24.1938
H -16.9420 0.5378 19.7703
H -20.3605 -1.5105 22.8944
H -20.4968 0.6945 11.4586
H -15.8948 -2.6870 12.7908
H -17.6798 -10.0832 15.4915
H -25.5840 -6.8254 10.5708

=====

149
Properties=species:S:1:pos:R:3 method="wB97M-V/def2-TZVPD" e_homo_ev=-4.37 gap_ev=5.948 charge=-1 max_force_ev_per_a=2.3 lumo_energy_ev=1.579 energy_ev=-67715.197
O -1.4285 0.9332 8.4760
O -4.9536 0.0130 -5.3131
O 3.4549 4.0350 1.5551
O 4.1874 0.2150 -6.1845
O 6.9611 1.7180 -7.2584
O -7.5478 -3.7032 4.1195
O -5.1699 -1.0475 1.7895
O 6.2234 -3.1661 -9.5920
O 2.3432 -1.3666 10.5362
O -4.7881 3.8168 -4.8553
O -0.4264 1.6305 3.5657
O -2.2472 -0.8431 1.0843
N -4.2469 1.7507 -3.8924
C 7.5482 3.0127 -7.2673
C 0.2852 2.8678 0.1435
C -2.8702 2.6544 -5.7036
C -0.6607 -1.3270 9.0237
C 5.7359 -1.4755 -7.0305
C 0.8757 2.1222 -1.0592
C 2.6018 -1.6395 11.9105
C 7.5746 3.6419 -5.8860
C 1.4065 0.0992 -3.6724
C -4.9894 0.8460 -1.5240
C 2.4078 2.2235 -1.1144
C -1.1767 3.3043 -0.0274
C -3.5924 2.6630 -0.3233
C 3.0490 1.0848 -1.9092
C -2.9273 -0.3543 -4.0945
C -1.7713 1.8396 3.9990
C -4.7111 1.6205 -0.2294
C 2.3010 3.6541 3.6732
C -6.7992 -4.7647 6.1904
C 3.6203 3.6831 2.9241
C -4.1323 0.4701 -4.5073
C 5.2801 -0.6408 -5.8495
C 7.4886 -5.2576 -9.5935
C 2.5429 -0.3878 12.7662
C -6.8058 -2.5951 0.8648
C -5.5972 -2.4126 1.7593
C -1.4749 -3.0884 1.6836
C 1.5664 -1.3589 -3.1968
C -2.1878 2.1526 0.0036
C 0.5597 -1.7909 -2.1193
C -4.0870 2.8014 -4.7885
C -0.3879 0.1627 9.0764
C 2.5976 1.0111 -3.3756
C -6.9369 -3.4842 5.3876
C 0.2222 -3.2851 -2.1601
C 6.3078 -4.4776 -9.0446
C -1.2131 -1.5909 1.6905
C -1.8274 2.1923 5.4745
B -5.4341 1.8037 -2.8175
H 3.5771 -2.1268 12.0155
H 6.1177 -3.2509 -10.5423
H -6.3050 -4.5781 7.1449
H -7.6480 -2.0062 1.2356
H 0.5167 0.4056 8.5206
H -0.7669 -3.4995 -1.7600
H 0.4865 0.5351 -3.2847
H 5.3745 -5.0203 -9.2318
H 2.7824 2.2031 -0.0891
H -1.8517 1.3705 -0.6818
H 5.0049 -1.2880 -5.0078
H 8.5611 2.8788 -7.6460
H 8.1212 3.0043 -5.1906
H -1.0555 -1.2469 2.7232
H -3.7974 3.4373 0.4303
H 2.7171 -0.6223 13.8171
H -6.2179 -5.4992 5.6328
H 2.8228 0.1531 -1.3789
H -0.3089 -1.3631 1.1247
H 0.2414 -3.6515 -3.1899
H -2.3815 -3.3224 2.2460
H -5.8190 -2.7556 2.7698
H -1.4134 1.3932 6.0850
H -3.0580 1.8449 -6.4112
H 6.5940 -2.0942 -6.7628
H 3.0515 4.9055 1.5201
H -2.1666 2.6462 3.3835
H -1.2411 3.0921 5.6686
H -7.7804 -5.2006 6.3936
H -7.5091 -2.7402 5.9525
H 4.0811 2.6955 2.9204
H -5.6473 2.0809 0.1024
H -4.4231 0.8944 0.5349
H 2.3371 2.0249 -3.6988
H -1.2659 3.8576 -0.9705
H -0.7965 -1.6543 7.9920
H 0.3324 2.2226 1.0261
H -2.6891 3.5820 -6.2367
H 0.9950 -1.5702 -1.1406
H 6.0177 -0.8391 -7.8667
H 7.5492 -6.2485 -9.1410
H 0.5816 1.0690 -1.0063
H -1.5768 -1.5707 9.5692
H 1.6040 2.9594 3.2079
H 4.1383 1.1830 -1.8970
H -7.1100 -3.6425 0.8297
H -2.2773 0.2389 -3.4534
H 4.9315 -2.1304 -7.3717
H 6.0770 0.0226 -5.5173
H -4.1013 0.2382 -1.7470
H -6.4991 1.4433 -3.3007
H -0.2409 0.4823 10.1137
H 3.4541 -0.3349 -6.4718
H -5.7967 0.1322 -1.3193
H 2.6901 3.1831 -1.5560
H -3.2612 -1.2250 -3.5322
H 8.0506 4.6236 -5.9095
H -2.0035 2.3651 -5.1070
H 8.4184 -4.7242 -9.3950
H 0.1651 -1.8820 9.4650
H -2.8553 2.3688 5.7970
H 6.0546 1.8012 -6.9409
H 7.0094 3.6612 -7.9674
H -6.5801 -2.2532 -0.1454
H -5.9561 -3.0603 5.1746
H 0.9033 3.7495 0.3371
H 1.2879 0.0791 -4.7612
H 3.0109 -0.7508 10.2248
H -0.3501 -1.1974 -2.1919
H 1.8320 4.6416 3.6642
H -1.6165 -3.4407 0.6619
H -2.3628 0.9416 3.7881
H -3.0809 -0.9686 1.5567
H -5.5433 2.9556 -2.4317
H -0.0674 0.9042 4.0805
H 1.5676 0.0902 12.6714
H -2.2421 0.7514 8.9519
H 0.4127 2.5242 -1.9662
H 3.2990 0.3336 12.4481
H 6.4062 -4.3438 -7.9687
H -0.6440 -3.6385 2.1319
H -5.8953 -0.5100 2.1143
H 2.4471 3.3572 4.7139
H -4.7534 -2.9854 1.3758
H 1.8371 -2.3506 12.2198
H -1.4132 4.0144 0.7737
H -3.5945 3.1754 -1.2862
H 7.4002 -5.3818 -10.6755
H -8.4255 -4.0620 4.2699
H 0.9717 -3.8619 -1.6136
H 3.4210 0.6956 -4.0199
H -2.1697 1.7437 1.0174
H 4.3190 4.3785 3.4064
H -2.3920 -0.6594 -4.9925
H 1.4978 -2.0311 -4.0541
H 2.5713 -1.4810 -2.7831
H 6.5608 3.7631 -5.4987